C32H28N5O3Pd | ωB97M-V with the def2-TZVPD basis set

Geometry as XYZ:
```
69
Properties=species:S:1:pos:R:3:mulliken_charge:R:1
Pd 0.79270 -0.36177 -0.33846 0.238
C 0.43124 3.43358 -0.04778 -1.452
C 0.60231 3.17359 -1.51848 1.567
C -0.02809 3.98957 -2.45179 -0.905
C 0.18100 3.81022 -3.81071 -0.960
C 1.03872 2.81244 -4.25062 -0.893
C 1.67085 1.96820 -3.34639 1.001
C 2.59156 0.87959 -3.82005 -1.332
C 1.43410 2.14847 -1.97771 -0.136
N 1.96347 1.20747 -1.06265 0.545
C 3.24633 1.25581 -0.66034 -0.607
O 4.09228 2.07330 -0.98530 -0.702
C 3.63975 0.11406 0.26068 0.583
C 4.92060 0.00715 0.77842 -0.524
C 5.21825 -1.07853 1.58699 -0.442
C 4.24041 -2.03160 1.84915 -0.641
C 2.98846 -1.85583 1.29066 0.654
N 2.71137 -0.80036 0.52782 0.302
C 1.88533 -2.85363 1.52713 -0.534
O 2.06554 -3.83474 2.21214 -0.594
N 0.73899 -2.63351 0.78849 -0.516
C -0.51280 -2.77385 1.20426 0.835
C -0.94657 -2.58881 2.57191 1.286
C 0.01028 -2.24826 3.67234 -1.868
C -2.29622 -2.64726 2.83607 -0.583
C -3.23232 -2.88968 1.82907 -0.937
C -2.82557 -3.08105 0.50820 -0.785
C -1.49439 -3.03160 0.17081 1.221
C -1.04182 -3.33857 -1.22196 -1.376
H -0.48665 3.98965 0.14685 0.443
H 1.26434 4.03322 0.32601 0.401
H 0.42117 2.51181 0.53238 -0.008
H -0.67317 4.78843 -2.10409 0.466
H -0.30546 4.46094 -4.52588 0.445
H 1.22495 2.68784 -5.31057 0.419
H 2.63634 0.85590 -4.90760 0.447
H 2.26337 -0.10387 -3.46933 0.200
H 3.60237 1.03203 -3.43871 0.300
H 5.64363 0.77119 0.53094 0.560
H 6.20921 -1.18887 2.00630 0.457
H 4.42462 -2.90117 2.46347 0.550
H 0.69925 -1.45789 3.36377 0.299
H 0.61016 -3.11094 3.95901 0.531
H -0.53842 -1.90051 4.54622 0.461
H -2.63681 -2.49396 3.85258 0.456
H -4.28413 -2.93996 2.07996 0.443
H -3.56115 -3.29729 -0.25636 0.450
H -1.89616 -3.42776 -1.89039 0.429
H -0.48871 -4.27975 -1.23646 0.391
H -0.36667 -2.57826 -1.61351 0.123
O -0.23248 0.32989 1.46740 -0.526
C -1.43703 0.59268 1.69232 0.883
C -1.82853 0.81456 3.06524 -0.386
C -3.12265 1.04707 3.40451 -0.606
C -4.11161 1.07029 2.39936 -0.824
C -3.77524 0.89857 1.06630 -1.257
C -2.46379 0.69047 0.66098 0.568
C -2.13836 0.64270 -0.75013 -0.117
N -1.04612 0.15517 -1.32540 0.959
C -1.17558 0.33405 -2.67237 -1.020
C -2.36669 0.94600 -2.92988 -0.687
N -2.96032 1.12899 -1.71695 0.040
H -1.03501 0.77028 3.79932 0.562
H -3.40183 1.20515 4.43723 0.479
H -5.14685 1.22894 2.66948 0.448
H -4.57102 0.91329 0.33242 0.502
H -0.40347 0.04547 -3.36422 0.561
H -2.81253 1.28160 -3.84892 0.471
H -3.81874 1.62959 -1.56317 0.244
```

Its multiplicity is 5. Its expectation value of S² is 6.089. The energy relative to the best compared isomer or geometry (same formula, charge and spin) is 0.0000 eV. Its HOMO-LUMO gap (spin up / spin down) is 7.4027 / 4.8481 eV. As for the net charge: +1. As for the LUMO energy (spin up / spin down): -2.96 / -5.96 eV.